Below is a cluster of 2 separate species, C5H9F2O3P in total in a non-equilibrium geometry, with properties calculated with ωB97M-V/def2-TZVPD.

Energy above the lowest of the compared OMol25 structures with the same formula, charge and spin in eV: 2.059
HOMO energy in eV: -8.81
Energy in eV: -26195.1074
Largest force on an atom in eV/A: 5.46
Molecular weight in g mol⁻¹: 186.1
Lowest unoccupied orbital energy in eV: -0.051
Net charge: 0

Atoms and positions in Å:
1 C 1.4938 2.4671 -0.7422
2 C 0.0029 0.0047 -2.6616
3 H -0.3851 -1.4409 1.6689
4 H 2.0051 2.7942 -1.7437
5 H 1.2075 -2.0441 1.0276
6 H -1.7434 0.0191 -1.4142
7 C 0.5627 -1.1896 1.1079
8 H 1.4412 -0.4503 3.0549
9 H -1.4166 1.5993 -2.4310
10 H 2.3358 0.2645 1.5229
11 C 1.3517 -0.1788 1.9432
12 O 2.3348 -0.7689 -1.3347
13 O 0.0376 -0.6727 -0.0491
14 F 0.5766 0.8733 -3.6151
15 P 1.1461 0.0144 -1.1535
16 H 0.5803 0.7102 2.0155
17 H -2.0817 0.2785 -3.2050
18 O 1.1794 2.8268 0.2928
19 C -1.3686 0.5426 -2.3865
20 F -0.0958 -1.2839 -3.1705

Below is the ion C5H9F2O4SSi with charge +1 in a non-equilibrium geometry, with properties calculated with ωB97M-V/def2-TZVPD.

Energy above the lowest of the compared OMol25 structures with the same formula, charge and spin in eV: 2.471
HOMO energy in eV: -15.02
Energy in eV: -37658.4548
Largest force on an atom in eV/A: 5.41
Molecular weight in g mol⁻¹: 231.3
Lowest unoccupied orbital energy in eV: -5.886
Net charge: +1

Atoms and positions in Å:
1 O 0.3771 -3.2592 2.3194
2 F 2.0285 -0.4160 3.3171
3 O -1.1373 -1.1674 2.0124
4 H 0.7110 2.7069 -1.7296
5 H 1.3772 2.2846 -0.2335
6 H -0.6023 -0.1440 -3.4242
7 H -2.9133 0.9984 -0.7901
8 H -1.8320 1.9122 0.2190
9 C 0.9490 1.8570 -1.1336
10 H -2.3574 0.0820 0.3483
11 H -1.3873 -1.2021 -2.4135
12 Si -0.4117 0.4967 -1.0702
13 C 1.6514 -1.1282 2.2781
14 C 1.1641 -2.4308 2.3973
15 F 2.5604 -0.8808 1.3150
16 O 0.2416 -0.7009 0.1202
17 H 0.3982 -1.2389 -2.5163
18 C -0.4783 -0.6837 -2.5208
19 C -1.9977 0.9441 -0.2572
20 H 1.8356 1.2535 -1.5253
21 S -0.1926 -0.2944 1.4335
22 O 0.0160 1.0110 1.8542

Below is a cluster of 3 separate species, C5H9F5NO2 in total in a non-equilibrium geometry, with properties calculated with ωB97M-V/def2-TZVPD.

Energy above the lowest of the compared OMol25 structures with the same formula, charge and spin in eV: 1.098
HOMO energy (spin up / spin down) in eV: -12.62 / -12.59
Energy in eV: -24488.6027
Largest force on an atom in eV/A: 1.64
Molecular weight in g mol⁻¹: 210.1
Lowest unoccupied orbital energy (spin up / spin down) in eV: -6.641 / -6.643
Net charge: +1

Atoms and positions in Å:
1 H 3.5257 -0.6149 1.4706
2 F -3.3083 -1.4041 -0.7391
3 H -2.4966 2.6363 0.4785
4 O -2.4549 2.2845 -0.4209
5 N -2.0412 -0.0322 -0.4321
6 C 2.4316 -0.6567 1.5703
7 H -3.8234 0.8270 0.1879
8 H 2.1093 -0.3034 2.5462
9 F -0.3594 -1.1085 0.7153
10 C 2.1499 -0.2356 -0.9269
11 H -3.4577 0.9468 -1.5600
12 H 1.2191 -0.4000 -1.5030
13 O 3.0249 -1.3068 -0.9994
14 C -1.2780 -0.1632 0.6227
15 C 1.8325 0.0500 0.4760
16 H 3.1816 -1.5741 -1.9151
17 C -3.0499 1.0638 -0.5496
18 F -1.6709 0.3027 1.7877
19 H 2.5828 0.6933 -1.3584
20 H 2.2407 -1.7322 1.4462
21 F -1.3848 -0.3270 -1.5939
22 F 1.0271 1.0541 0.6971